Here is a molecular structure, CH4BrN2OV from OMol25. Energies are from wB97M-V/def2-TZVPD.

Structure (XYZ):
```
10
Properties=species:S:1:pos:R:3:lowdin_charge:R:1
V -0.2046 4.5549 0.1937 1.090
Br 0.7881 2.8012 1.9350 0.005
C -0.2229 -0.4777 -0.5534 -0.814
O -0.3970 0.5123 -1.1765 0.036
N -0.4568 -1.6867 -0.9684 0.177
N 0.2728 -0.4668 0.6744 0.141
H -0.7927 -1.8069 -1.9133 0.129
H -0.3089 -2.4646 -0.3414 0.118
H 0.4722 -1.2894 1.2255 0.110
H 0.8498 0.3236 0.9243 0.008
```

Summary:
**Kohn-Sham gap (spin up / spin down)**: 5.23 / 5.57 eV
**Spin multiplicity**: 4
**Total charge**: +1
**LUMO level (spin up / spin down)**: -7.428 / -7.090 eV
**Relative energy (zero: lowest compared OMol25 entry of this formula, charge and spin)**: 0.0 kJ/mol


Here is CH4BrNO in the gas phase from OMol25. Energies are from wB97M-V/def2-TZVPD.

Structure (XYZ):
```
8
Properties=species:S:1:pos:R:3:lowdin_charge:R:1
N 0.4191 -1.1077 0.5809 -0.021
O 0.6317 -0.2812 -0.5458 -0.281
C -0.2313 0.9757 -0.2998 -0.640
Br -2.0650 0.6537 -0.3639 0.678
H 0.0259 -1.9835 0.2152 0.083
H 1.3596 -1.4630 0.7219 0.079
H 0.0153 1.8576 -0.9888 0.090
H -0.1552 1.3485 0.6804 0.012
```

Summary:
**Kohn-Sham gap**: 11.13 eV
**SMILES**: NOCBr
**Total charge**: 0
**LUMO level**: 1.032 eV
**Relative energy (zero: lowest compared OMol25 entry of this formula, charge and spin)**: 28.9 kJ/mol


Here is 2 unconnected molecules or ions with the total composition CH4BrOP from OMol25. Energies are from wB97M-V/def2-TZVPD.

Structure (XYZ):
```
8
Properties=species:S:1:pos:R:3:lowdin_charge:R:1
H -2.8415 -0.6665 -0.5801 -0.141
P -2.3733 0.5377 0.0911 0.734
C -0.8110 -0.1309 0.3340 -0.760
O -0.4843 -1.3310 0.1045 -0.113
H -0.0330 0.4066 0.8522 0.005
H 0.5136 -1.6364 0.3210 0.156
Br 2.8046 0.2661 -0.1087 0.336
H 2.3819 1.5274 -0.7245 -0.216
```

Summary:
**Kohn-Sham gap**: 8.36 eV
**SMILES**: [H]/P=C\O.Br
**Total charge**: 0
**LUMO level**: 0.105 eV
**Relative energy (zero: lowest compared OMol25 entry of this formula, charge and spin)**: 132.9 kJ/mol


Here is a molecular structure, CH4BrP from OMol25. Energies are from wB97M-V/def2-TZVPD.

Structure (XYZ):
```
7
Properties=species:S:1:pos:R:3:lowdin_charge:R:1
C 0.9924 -0.3740 -0.2555 -1.021
P 0.1571 1.2679 -0.2041 0.646
Br 2.8096 0.0673 0.3180 0.503
H 0.5031 -1.3131 0.3289 0.085
H 1.1482 -0.7573 -1.2370 -0.033
H -1.4220 0.5862 -0.2494 -0.018
H 0.4469 1.1430 1.1370 -0.162
```

Summary:
**Kohn-Sham gap**: 10.58 eV
**Total charge**: 0
**LUMO level**: 0.564 eV
**Relative energy (zero: lowest compared OMol25 entry of this formula, charge and spin)**: 188.6 kJ/mol


Here is 2 unconnected molecules or ions with the total composition CH4BrP from OMol25. Energies are from wB97M-V/def2-TZVPD.

Structure (XYZ):
```
7
Properties=species:S:1:pos:R:3:lowdin_charge:R:1
C -0.4929 -0.0124 -0.4544 -1.070
P 0.1650 0.2055 1.1722 0.577
Br 0.3644 -1.0851 -1.7961 0.526
H -1.5897 0.0319 -0.6290 -0.009
H 0.1590 1.8987 -0.6104 0.142
H -0.1667 -1.2030 1.5974 -0.083
H 1.5609 0.1643 0.7203 -0.084
```

Summary:
**Kohn-Sham gap (spin up / spin down)**: 8.50 / 8.12 eV
**Total charge**: 0
**LUMO level (spin up / spin down)**: -0.764 / -0.764 eV
**Relative energy (zero: lowest compared OMol25 entry of this formula, charge and spin)**: 459.7 kJ/mol


Here is 2 unconnected molecules or ions with the total composition CH4Cl2N3S from OMol25. Energies are from wB97M-V/def2-TZVPD.

Structure (XYZ):
```
11
Properties=species:S:1:pos:R:3:lowdin_charge:R:1
C 1.4323 -0.3113 -0.4383 -0.801
N 0.9967 -1.2468 0.3834 0.211
N 0.8883 0.4757 -1.3159 -0.056
N -1.6538 0.6823 0.0493 -0.837
S 2.5470 0.8860 -0.5856 1.110
Cl -1.1355 1.5848 1.4850 0.548
Cl -2.0250 -0.9852 0.4318 0.632
H 0.0166 -1.5022 0.2459 0.009
H 1.4310 -1.6310 1.1464 0.108
H -0.0907 0.7974 -1.1926 0.085
H -2.4068 1.2503 -0.2093 -0.009
```

Summary:
**Kohn-Sham gap**: 8.85 eV
**Total charge**: +1
**LUMO level**: -5.459 eV
**Relative energy (zero: lowest compared OMol25 entry of this formula, charge and spin)**: 102.6 kJ/mol


Here is a gas-phase ion, CH4Cl2PS (charge +1) from OMol25. Energies are from wB97M-V/def2-TZVPD.

Structure (XYZ):
```
9
Properties=species:S:1:pos:R:3:lowdin_charge:R:1
C 0.6694 -0.1011 -0.3914 -0.230
P 0.0538 1.6821 -0.2810 -0.135
S -1.3044 2.4876 -1.3657 0.365
Cl 1.3603 2.7965 0.5348 0.462
Cl -1.2504 1.0304 1.8501 0.530
H 0.4258 -0.4395 -1.4124 0.070
H -0.0361 -0.6363 0.3088 0.036
H 1.7024 -0.0787 -0.0122 0.059
H -2.2693 1.6733 1.5240 -0.157
```

Summary:
**Kohn-Sham gap**: 8.72 eV
**Total charge**: +1
**LUMO level**: -6.145 eV
**Relative energy (zero: lowest compared OMol25 entry of this formula, charge and spin)**: 131.9 kJ/mol


Here is 2 unconnected molecules or ions with the total composition CH4ClN from OMol25. Energies are from wB97M-V/def2-TZVPD.

Structure (XYZ):
```
7
Properties=species:S:1:pos:R:3:lowdin_charge:R:1
C 0.1567 0.2106 -0.8537 -0.857
N -0.1608 0.8880 0.2174 -0.020
Cl 1.4062 0.5542 -1.9074 0.611
H -0.5632 -0.3976 -1.4412 0.056
H 0.9885 -1.2757 -0.0496 0.037
H 0.5892 1.2290 0.7153 0.065
H -0.8504 0.6350 0.8927 0.109
```

Summary:
**Kohn-Sham gap**: 8.30 eV
**Total charge**: 0
**LUMO level**: 0.648 eV
**Relative energy (zero: lowest compared OMol25 entry of this formula, charge and spin)**: 341.9 kJ/mol


Here is CH4ClN2P in the gas phase from OMol25. Energies are from wB97M-V/def2-TZVPD.

Structure (XYZ):
```
9
Properties=species:S:1:pos:R:3:lowdin_charge:R:1
C 1.6512 -0.3373 0.1528 -0.238
N 0.6050 0.5439 -0.2233 -0.072
N -0.7365 -0.1748 0.0949 -0.353
P -2.0852 0.8055 0.1810 0.376
Cl -3.4496 -0.6199 -0.2938 0.119
H 1.9238 -0.1384 1.3094 0.117
H 2.4948 0.1223 -0.3174 0.041
H 1.4184 -1.5295 0.1310 0.126
H -1.8219 1.3282 -1.0346 -0.117
```

Summary:
**Kohn-Sham gap (spin up / spin down)**: 8.49 / 8.46 eV
**SMILES**: C/N=N/PCl
**Total charge**: 0
**LUMO level (spin up / spin down)**: -0.877 / -1.158 eV
**Relative energy (zero: lowest compared OMol25 entry of this formula, charge and spin)**: 196.9 kJ/mol


Here is CH4ClN3 in the gas phase from OMol25. Energies are from wB97M-V/def2-TZVPD.

Structure (XYZ):
```
9
Properties=species:S:1:pos:R:3:lowdin_charge:R:1
H 1.6092 0.0592 -1.0984 -0.112
N 1.5902 -0.0302 -0.1262 0.013
C 0.1064 -0.0239 0.0872 -0.527
N -0.1361 -0.7692 1.2378 0.077
N -0.7760 0.6782 -0.6823 -0.373
Cl -0.3632 0.8781 -2.3380 0.654
H 0.6995 -0.7389 1.9476 0.158
H -0.9973 -0.5067 1.6267 0.050
H -1.7326 0.4534 -0.6544 0.059
```

Summary:
**Kohn-Sham gap**: 8.40 eV
**SMILES**: [H]/N=C(/N)NCl
**Total charge**: 0
**LUMO level**: 0.131 eV
**Relative energy (zero: lowest compared OMol25 entry of this formula, charge and spin)**: 167.8 kJ/mol


Here is 2 unconnected molecules or ions with the total composition CH4ClN3O from OMol25. Energies are from wB97M-V/def2-TZVPD.

Structure (XYZ):
```
10
Properties=species:S:1:pos:R:3:lowdin_charge:R:1
N -2.1201 0.4883 0.3725 0.163
C -2.2214 1.2115 -0.5450 -0.561
O -2.5409 2.0069 -1.3129 0.140
H -1.2021 0.2003 0.7484 0.042
N 1.5286 -1.4000 0.3712 -0.045
N 0.8504 -0.2321 0.4288 -0.462
Cl 0.6321 0.8467 -1.0566 0.487
H 2.5384 -1.4396 0.2897 0.096
H 1.0621 -1.9909 -0.2928 0.085
H 1.4730 0.3089 0.9967 0.054
```

Summary:
**Kohn-Sham gap**: 10.15 eV
**SMILES**: N=C=O.NNCl
**Total charge**: 0
**LUMO level**: 0.197 eV
**Relative energy (zero: lowest compared OMol25 entry of this formula, charge and spin)**: 37.0 kJ/mol


Here is CH4ClNO3 in the gas phase from OMol25. Energies are from wB97M-V/def2-TZVPD.

Structure (XYZ):
```
10
Properties=species:S:1:pos:R:3:lowdin_charge:R:1
O -0.1183 1.1993 -0.8681 -0.010
C -0.2653 0.0385 -0.0587 -0.775
O -0.4360 0.5483 1.2593 0.043
O -1.3065 -0.6857 -0.5882 0.040
N 0.8681 -0.9996 0.0010 -0.265
Cl 2.3783 -0.0056 -0.1588 0.559
H 0.3305 1.8139 -0.2321 0.104
H -0.0675 -0.0957 1.8227 0.073
H -2.1902 -0.2395 -0.3462 0.168
H 0.8069 -1.5741 -0.8309 0.063
```

Summary:
**Kohn-Sham gap**: 10.80 eV
**SMILES**: OC(O)(O)NCl
**Total charge**: 0
**LUMO level**: 0.360 eV
**Relative energy (zero: lowest compared OMol25 entry of this formula, charge and spin)**: 35.5 kJ/mol


Here is 2 unconnected molecules or ions with the total composition CH4ClO2P from OMol25. Energies are from wB97M-V/def2-TZVPD.

Structure (XYZ):
```
9
Properties=species:S:1:pos:R:3:lowdin_charge:R:1
O 0.9742 -0.9392 0.6245 -0.438
P 2.2398 -0.7843 -0.3879 0.386
Cl 2.8294 1.0729 0.0751 0.142
H 0.2122 -0.4452 0.3706 -0.032
H 3.0668 -1.4771 0.4647 -0.105
C -2.3385 0.6751 -0.2347 -0.128
O -1.8058 -0.3699 -0.4050 -0.010
H -2.1402 1.2589 0.6189 0.065
H -3.0379 1.0087 -1.1262 0.119
```

Summary:
**Kohn-Sham gap**: 9.63 eV
**SMILES**: OPCl.C=O
**Total charge**: 0
**LUMO level**: 0.458 eV
**Relative energy (zero: lowest compared OMol25 entry of this formula, charge and spin)**: 63.9 kJ/mol


Here is a molecular structure, CH4CsO from OMol25. Energies are from wB97M-V/def2-TZVPD.

Structure (XYZ):
```
7
Properties=species:S:1:pos:R:3:lowdin_charge:R:1
Cs -3.5952 -11.2647 4.3863 1.066
C -2.9618 -7.7301 4.5291 -0.183
O -3.4130 -8.0015 5.8441 -0.126
H -3.4684 -6.8516 4.1383 0.096
H -1.8793 -7.5874 4.4974 0.096
H -3.2077 -8.5315 3.8127 -0.011
H -2.7823 -8.5993 6.2523 0.062
```

Summary:
**Kohn-Sham gap**: 10.51 eV
**Total charge**: +1
**LUMO level**: -4.069 eV
**Relative energy (zero: lowest compared OMol25 entry of this formula, charge and spin)**: 56.7 kJ/mol


Here is 2 unconnected molecules or ions with the total composition CH4F2 from OMol25. Energies are from wB97M-V/def2-TZVPD.

Structure (XYZ):
```
7
Properties=species:S:1:pos:R:3:lowdin_charge:R:1
C -0.7689 0.1513 -0.2454 -0.111
F -0.6470 1.3735 -0.8717 -0.102
H -1.7021 -0.3294 -0.5592 0.083
H 0.0787 -0.4865 -0.5185 0.058
H -0.7817 0.2964 0.8400 0.085
F 1.9779 -0.6929 1.0956 -0.074
H 1.8432 -0.3124 0.2592 0.062
```

Summary:
**Kohn-Sham gap**: 13.46 eV
**SMILES**: CF.F
**Total charge**: 0
**LUMO level**: 0.847 eV
**Relative energy (zero: lowest compared OMol25 entry of this formula, charge and spin)**: 6.7 kJ/mol


Here is 2 unconnected molecules or ions with the total composition CH4F2NP from OMol25. Energies are from wB97M-V/def2-TZVPD.

Structure (XYZ):
```
9
Properties=species:S:1:pos:R:3:lowdin_charge:R:1
C 0.0055 -0.9100 -0.5716 -0.314
N -0.7909 0.2888 -0.6184 -0.165
F -0.8491 1.2526 2.0921 -0.327
F 1.4001 0.8232 1.5240 -0.336
P 0.2021 1.7794 1.0163 0.939
H 0.2840 -1.4446 0.3747 0.079
H -0.5063 -1.7016 -1.2242 0.090
H 0.8851 -0.9437 -1.1289 0.022
H -0.6304 0.8560 -1.4638 0.011
```

Summary:
**Kohn-Sham gap (spin up / spin down)**: 8.47 / 8.47 eV
**Total charge**: 0
**LUMO level (spin up / spin down)**: -0.214 / -0.214 eV
**Relative energy (zero: lowest compared OMol25 entry of this formula, charge and spin)**: 223.2 kJ/mol


Here is 2 unconnected molecules or ions with the total composition CH4F2OSi from OMol25. Energies are from wB97M-V/def2-TZVPD.

Structure (XYZ):
```
9
Properties=species:S:1:pos:R:3:lowdin_charge:R:1
C 0.6040 1.1662 0.6570 -0.327
O 0.0787 0.0315 0.0853 -0.371
F -0.8511 -2.1486 3.0350 -0.115
F 0.3875 -3.6520 1.5544 -0.125
Si -0.6117 -2.4386 1.5124 0.733
H -0.2836 1.8658 0.9608 0.090
H 1.2433 1.6226 -0.1147 0.059
H 1.3290 0.8287 1.4164 0.060
H -1.3316 -1.9773 0.3000 -0.006
```

Summary:
**Kohn-Sham gap (spin up / spin down)**: 7.99 / 6.59 eV
**Total charge**: 0
**LUMO level (spin up / spin down)**: -0.642 / -0.803 eV
**Relative energy (zero: lowest compared OMol25 entry of this formula, charge and spin)**: 524.1 kJ/mol


Here is 2 unconnected molecules or ions with the total composition CH4F2Si from OMol25. Energies are from wB97M-V/def2-TZVPD.

Structure (XYZ):
```
8
Properties=species:S:1:pos:R:3:lowdin_charge:R:1
C 0.1053 -0.0045 -0.7855 -0.181
F -2.5762 -1.2097 -0.0998 -0.157
F -2.6353 1.1474 0.0538 -0.146
Si -1.5927 0.0080 0.1917 0.438
H 0.1398 -1.0746 -1.0401 0.019
H 0.2382 0.5435 -1.7073 0.023
H 0.9037 0.0964 -0.0587 0.011
H -1.1074 0.4167 2.9238 -0.008
```

Summary:
**Kohn-Sham gap (spin up / spin down)**: 9.30 / 7.89 eV
**Total charge**: 0
**LUMO level (spin up / spin down)**: -0.642 / -0.494 eV
**Relative energy (zero: lowest compared OMol25 entry of this formula, charge and spin)**: 373.4 kJ/mol


Here is CH4F2Si in the gas phase from OMol25. Energies are from wB97M-V/def2-TZVPD.

Structure (XYZ):
```
8
Properties=species:S:1:pos:R:3:lowdin_charge:R:1
C -0.9394 -0.0832 0.3867 -0.132
F 1.5462 -1.2647 -0.7196 -0.170
F 1.9401 0.7177 0.7611 -0.224
Si 0.8269 0.1417 -0.3449 0.390
H -1.4338 0.6305 -0.2074 -0.002
H -1.4861 -1.0755 0.3515 0.065
H -1.1159 0.1901 1.4309 0.056
H 0.6620 0.7433 -1.6584 0.016
```

Summary:
**Kohn-Sham gap (spin up / spin down)**: 5.26 / 7.43 eV
**Spin multiplicity**: 3
**Total charge**: 0
**LUMO level (spin up / spin down)**: 0.774 / -5.934 eV
**Relative energy (zero: lowest compared OMol25 entry of this formula, charge and spin)**: 272.2 kJ/mol


Here is CH4F3NP2 in the gas phase from OMol25. Energies are from wB97M-V/def2-TZVPD.

Structure (XYZ):
```
11
Properties=species:S:1:pos:R:3:lowdin_charge:R:1
C 0.0275 -0.4948 0.5909 -0.227
N 0.0838 0.8306 0.0118 -0.586
P 0.2548 0.8273 -2.0306 0.972
F 1.8576 1.1927 -2.2144 -0.431
P -0.3764 2.1528 0.8048 0.709
F -1.8932 1.7245 1.1213 -0.300
F 0.0268 1.8142 2.3899 -0.318
H -0.8176 -0.9790 -0.0789 0.098
H 1.0667 -0.9007 0.5620 0.081
H -0.3121 -0.4365 1.6570 0.073
H 0.0830 2.3005 -1.9476 -0.070
```

Summary:
**Kohn-Sham gap**: 9.98 eV
**SMILES**: CN(PF)P(F)F
**Total charge**: 0
**LUMO level**: -0.101 eV
**Relative energy (zero: lowest compared OMol25 entry of this formula, charge and spin)**: 103.5 kJ/mol